Entry 1:
# C14H28N2OS2

A single C14H28N2OS2 molecule (wB97M-V/def2-TZVPD, OMol25).

## Properties
SMILES	CC(C)N1CCN(C2CSCCSC2)C[C@H]1CCO
total energy	-41670.47397	eV

Structure (ORCA input):
```
! RIJCOSX wB97M-V def2-TZVPD def2/J DEFGRID3
* xyz 0 1
C -2.66 -1.17 2.18
H -3.12 -2.02 2.68
H -3.25 -0.29 2.41
H -1.66 -1.05 2.59
C -2.64 -1.44 0.68
N -2.14 -0.33 -0.15
C -1.61 -0.78 -1.43
C -0.14 -1.21 -1.36
N 0.64 -0.11 -0.86
C 0.21 0.21 0.49
H 0.29 -0.67 1.16
C -1.26 0.67 0.46
C -1.38 2.02 -0.27
H -0.72 2.73 0.22
H -1.06 1.92 -1.31
C -2.81 2.56 -0.23
O -3.72 1.80 -0.98
H -3.54 0.87 -0.75
H -3.14 2.62 0.82
H -2.84 3.57 -0.65
H -1.59 0.84 1.48
H 0.83 1.00 0.90
C 2.07 -0.19 -1.08
C 2.69 1.21 -1.00
H 1.93 1.94 -1.28
H 3.53 1.29 -1.68
S 3.31 1.74 0.63
C 5.05 1.20 0.51
C 5.26 -0.28 0.76
H 6.32 -0.51 0.76
H 4.82 -0.58 1.71
S 4.56 -1.36 -0.54
C 2.78 -1.20 -0.17
H 2.36 -2.20 -0.33
H 2.69 -0.93 0.88
H 5.57 1.77 1.28
H 5.42 1.50 -0.47
H 2.19 -0.53 -2.11
H -0.05 -2.11 -0.73
H 0.20 -1.47 -2.37
H -1.70 0.04 -2.14
H -2.22 -1.61 -1.79
H -2.03 -2.34 0.51
C -4.08 -1.73 0.23
H -4.72 -0.89 0.46
H -4.13 -1.92 -0.84
H -4.46 -2.61 0.74
*
```

---

Entry 2:
# C14H28N6RbS3

A molecular structure, C14H28N6RbS3 (wB97M-V/def2-TZVPD, OMol25).

## Properties
energy relative to the best compared isomer or geometry (same formula, charge and spin)	0.000	eV

Structure (ORCA input):
```
! RIJCOSX wB97M-V def2-TZVPD def2/J DEFGRID3
* xyz 1 1
Rb -0.45 -1.27 -0.63
C -3.40 0.30 4.56
C -3.51 0.02 3.07
S -2.01 0.39 2.11
C -2.51 1.78 1.07
C -2.69 3.13 1.75
S -1.17 3.79 2.49
C -1.53 3.88 4.26
C -1.72 2.56 5.01
S -3.46 2.04 5.04
H -2.51 -0.16 4.99
H -4.25 -0.16 5.06
H -4.33 0.57 2.63
H -3.72 -1.04 2.92
H -3.42 1.52 0.53
H -1.71 1.85 0.32
H -3.45 3.08 2.52
H -3.03 3.84 1.00
H -2.39 4.54 4.41
H -0.67 4.42 4.67
H -1.38 2.69 6.04
H -1.13 1.78 4.54
N 3.31 3.53 1.19
C 2.02 2.73 0.93
C 2.03 2.19 -0.48
C 3.03 1.04 -0.73
N 2.35 -0.02 -1.48
C 3.64 0.48 0.56
C 2.71 0.39 1.78
N 1.84 -0.79 1.67
C 1.85 1.65 1.98
H 3.40 4.29 0.52
H 4.14 2.94 1.11
H 3.31 3.94 2.13
H 1.24 3.48 1.05
H 2.17 2.99 -1.20
H 1.02 1.83 -0.66
H 3.87 1.44 -1.32
H 3.00 -0.55 -2.04
H 1.64 0.37 -2.10
H 4.52 1.07 0.84
H 4.06 -0.50 0.35
H 3.37 0.29 2.65
H 1.33 -0.92 2.54
H 2.41 -1.62 1.55
H 1.97 2.07 2.98
H 0.79 1.38 1.93
N -4.64 0.84 -1.59
C -3.71 1.35 -2.07
N -2.67 1.97 -2.61
C -1.53 1.42 -2.36
N -0.48 0.97 -2.12
*
```

---

Entry 3:
# C14H28O2

A single C14H28O2 molecule at a distorted geometry (wB97M-V/def2-TZVPD, OMol25).

## Properties
SMILES	C=C(C)CCC[C@@H](C)CCO[C@H](C)OCC
energy relative to the best compared isomer or geometry (same formula, charge and spin)	4.802	eV

Structure (ORCA input):
```
! RIJCOSX wB97M-V def2-TZVPD def2/J DEFGRID3
* xyz 0 1
O 1.18 2.82 -1.60
O -0.55 1.46 -0.57
C 0.61 -3.17 -1.51
C 1.21 -2.61 -0.35
C 2.16 -1.49 -0.54
C 2.83 3.31 0.14
C -1.06 3.02 -2.40
C -3.07 -0.69 0.21
C 2.26 2.23 -0.79
C -0.95 1.67 0.77
C -0.22 2.73 -1.21
C 0.81 -3.08 1.08
C -0.75 -3.45 1.31
C -0.91 0.27 1.46
C -1.47 -2.19 1.63
C -1.61 -0.99 0.70
H 1.04 -3.02 -2.51
H -0.11 -3.95 -1.42
H 1.62 -0.71 -1.08
H 2.96 -1.68 -1.29
H 2.61 -1.03 0.39
H 3.39 4.14 -0.32
H 3.47 2.88 0.93
H 1.97 3.73 0.67
H -0.58 3.61 -3.15
H -1.95 3.64 -2.07
H -1.52 2.15 -2.78
H -3.60 -0.27 1.03
H -3.65 -1.53 -0.16
H -2.91 0.06 -0.63
H 3.01 1.83 -1.54
H 2.09 1.47 -0.05
H -0.46 2.53 1.30
H -1.98 1.99 0.71
H -0.32 3.53 -0.49
H 1.42 -3.97 1.39
H 1.17 -2.23 1.80
H -1.18 -3.91 0.42
H -0.92 -4.01 2.31
H 0.20 0.04 1.67
H -1.47 0.40 2.37
H -1.10 -1.78 2.64
H -2.50 -2.56 1.79
H -1.16 -1.21 -0.24
*
```

---

Entry 4:
# C14H28O5S

A molecular structure, C14H28O5S at a distorted geometry (wB97M-V/def2-TZVPD, OMol25).

## Properties
energy relative to the best compared isomer or geometry (same formula, charge and spin)	1.759	eV

Structure (ORCA input):
```
! RIJCOSX wB97M-V def2-TZVPD def2/J DEFGRID3
* xyz 0 1
C 1.10 -1.83 5.21
C 1.50 -1.22 3.82
C 0.36 -1.44 2.74
C -0.58 -0.19 2.67
C -1.59 -0.19 3.90
C -1.45 -0.12 1.38
O -2.46 -1.17 1.52
S -3.15 -1.16 0.00
O -4.21 -0.14 0.09
O -3.80 -2.45 -0.32
O -1.86 -0.76 -0.94
C -0.79 -0.52 0.03
O 0.34 0.14 -0.38
C 0.13 1.56 -0.48
C 0.72 2.15 -1.82
C 2.26 1.89 -1.80
C -0.06 1.46 -3.01
C 0.82 0.76 -4.08
C -0.10 0.52 -5.35
C 1.33 -0.67 -3.61
H 1.07 -2.93 5.11
H 0.12 -1.46 5.55
H 1.84 -1.50 5.97
H 1.70 -0.13 3.88
H 2.40 -1.77 3.47
H -0.22 -2.36 2.97
H 0.89 -1.54 1.77
H 0.01 0.75 2.75
H -1.20 0.40 4.75
H -2.58 0.22 3.63
H -1.73 -1.25 4.20
H -1.93 0.88 1.38
H -0.43 -1.55 0.23
H -0.97 1.72 -0.56
H 0.49 2.13 0.40
H 0.54 3.24 -1.87
H 2.49 0.91 -1.33
H 2.77 2.04 -2.77
H 2.70 2.65 -1.11
H -0.79 0.75 -2.58
H -0.66 2.27 -3.51
H 1.64 1.40 -4.46
H -0.80 -0.33 -5.20
H 0.52 0.35 -6.25
H -0.69 1.44 -5.55
H 0.95 -0.82 -2.58
H 0.94 -1.46 -4.27
H 2.44 -0.63 -3.60
*
```

---

Entry 5:
# C14H29BN6O2S2W

A molecular structure, C14H29BN6O2S2W at a distorted geometry (wB97M-V/def2-TZVPD, OMol25).

## Properties
energy relative to the best compared isomer or geometry (same formula, charge and spin)	0.505	eV

Structure (ORCA input):
```
! RIJCOSX wB97M-V def2-TZVPD def2/J DEFGRID3
* xyz 0 1
W 0.78 -0.48 0.83
C -0.09 1.24 4.37
N -0.28 2.25 3.35
C 0.06 3.58 3.46
C -0.30 4.17 2.30
N -0.86 3.21 1.49
B -1.55 3.60 0.15
N -1.09 2.74 -1.09
C -1.85 2.86 -2.23
C -1.19 2.29 -3.25
N -0.03 1.79 -2.73
C 0.98 1.05 -3.46
C 0.02 2.07 -1.40
S 1.38 1.55 -0.44
C -0.83 2.04 2.14
S -1.36 0.46 1.62
H 0.29 1.73 5.26
H 0.61 0.49 4.02
H -1.04 0.76 4.60
H 0.53 3.98 4.34
H -0.21 5.19 1.98
H -2.75 3.47 0.23
H -1.22 4.74 -0.06
H -2.81 3.36 -2.21
H -1.46 2.16 -4.29
H 0.62 0.89 -4.47
H 1.15 0.09 -2.98
H 1.92 1.59 -3.49
N 2.81 -1.34 0.27
C 3.04 -2.78 0.41
C 2.38 -3.25 1.69
N 0.96 -2.91 1.60
H 3.19 -0.95 -0.59
H 3.21 -0.85 1.06
H 4.11 -3.04 0.42
H 2.60 -3.29 -0.45
H 2.79 -2.72 2.55
H 2.57 -4.32 1.83
H 0.47 -2.99 2.48
H 0.46 -3.46 0.91
C -0.46 -2.98 -2.39
C -1.12 -2.05 -1.37
C -1.80 -0.88 -2.07
C -2.15 -2.82 -0.54
O -0.13 -1.57 -0.50
H -1.20 -3.36 -3.10
H 0.01 -3.83 -1.90
H 0.31 -2.44 -2.95
H -2.64 -1.23 -2.68
H -1.10 -0.37 -2.73
H -2.17 -0.17 -1.34
H -2.94 -3.23 -1.16
H -2.59 -2.14 0.19
H -1.67 -3.64 -0.01
O 1.66 -0.24 2.31
*
```

---

Entry 6:
# C14H29ClN3O2

A gas-phase ion, C14H29ClN3O2 (charge +1) at a distorted geometry (wB97M-V/def2-TZVPD, OMol25).

## Properties
SMILES	CCCN[C@H]1C[C@H](Cl)[C@@H](C[C@H](C)O)[C@H](N(C)C(C)=O)[NH2+]1
total energy	-36069.22462	eV

Structure (ORCA input):
```
! RIJCOSX wB97M-V def2-TZVPD def2/J DEFGRID3
* xyz 1 1
C 5.35 -0.57 1.71
C 4.87 -1.24 0.41
C 3.76 -0.36 -0.20
N 2.64 -1.18 -0.77
C 1.46 -0.34 -0.94
C 0.75 -0.55 -2.27
C -0.60 0.19 -2.40
Cl -0.39 1.66 -3.38
C -1.14 0.57 -1.02
C -2.58 1.05 -0.98
C -2.74 2.29 -0.11
C -2.12 3.52 -0.78
O -2.14 2.12 1.18
C -0.85 -0.65 -0.07
N -1.75 -0.71 1.07
C -1.08 -0.83 2.39
C -2.62 -1.88 0.98
C -4.11 -1.73 0.99
O -2.16 -2.95 0.96
N 0.57 -0.53 0.27
H 6.24 -1.03 2.11
H 5.52 0.49 1.55
H 4.55 -0.63 2.45
H 5.73 -1.24 -0.25
H 4.50 -2.24 0.60
H 3.40 0.29 0.59
H 4.21 0.23 -1.00
H 2.94 -1.40 -1.71
H 1.81 0.69 -0.93
H 0.58 -1.60 -2.47
H 1.42 -0.18 -3.04
H -1.33 -0.48 -2.85
H -0.54 1.39 -0.62
H -3.29 0.27 -0.75
H -2.82 1.39 -1.99
H -3.80 2.53 0.03
H -1.19 3.29 -1.29
H -1.93 4.29 -0.05
H -2.80 3.87 -1.55
H -2.70 2.51 1.86
H -1.03 -1.56 -0.65
H -0.44 -1.70 2.48
H -1.85 -0.86 3.15
H -0.53 0.09 2.58
H -4.54 -2.59 0.48
H -4.48 -0.78 0.62
H -4.44 -1.80 2.02
H 0.93 -1.39 0.72
H 0.76 0.27 0.88
*
```

---

Entry 7:
# C14H29FN3O5

4 unconnected molecules or ions with the total composition C14H29FN3O5 at a distorted geometry (wB97M-V/def2-TZVPD, OMol25).

## Properties
total energy	-32411.02615	eV

Structure (ORCA input):
```
! RIJCOSX wB97M-V def2-TZVPD def2/J DEFGRID3
* xyz -1 1
C -1.69 4.91 -0.47
C -0.63 5.61 0.61
F 0.74 5.49 0.07
C -0.89 4.86 2.05
C 0.51 4.48 2.82
C 1.32 3.20 2.18
O 0.66 2.35 1.37
O 2.77 3.08 2.51
H -1.31 3.84 -0.76
H -2.70 4.76 0.14
H -1.83 5.60 -1.42
H -0.89 6.77 0.63
H -1.44 3.85 1.76
H 1.25 5.41 2.93
H 0.20 4.21 3.94
H 3.29 3.19 1.64
C 5.21 -1.23 4.24
C 4.62 -0.01 3.60
O 5.19 0.59 2.70
N 3.41 0.43 4.05
C 2.59 -0.14 5.09
H 6.17 -1.46 3.79
H 5.36 -1.05 5.31
H 4.54 -2.09 4.10
H 3.07 1.26 3.57
H 1.62 -0.41 4.65
H 2.44 0.62 5.86
H 3.04 -1.03 5.54
C -0.60 -1.96 -1.99
C -0.81 -0.49 -1.80
O -1.64 0.14 -2.45
N -0.04 0.15 -0.88
C 0.98 -0.42 -0.03
H -1.28 -2.34 -2.76
H 0.42 -2.16 -2.32
H -0.81 -2.50 -1.06
H -0.24 1.14 -0.80
H 0.70 -0.24 1.01
H 1.92 0.10 -0.24
H 1.11 -1.49 -0.19
C -4.01 -3.28 -5.33
C -3.49 -4.06 -4.16
O -3.01 -3.51 -3.17
N -3.55 -5.42 -4.21
C -4.07 -6.24 -5.28
H -3.90 -2.21 -5.14
H -3.45 -3.54 -6.23
H -5.08 -3.49 -5.47
H -3.18 -5.88 -3.39
H -4.88 -6.85 -4.87
H -3.27 -6.89 -5.63
H -4.45 -5.65 -6.12
*
```

---

Entry 8:
# C14H29INO3S

2 unconnected molecules or ions with the total composition C14H29INO3S at a distorted geometry (wB97M-V/def2-TZVPD, OMol25).

## Properties
total energy	-41547.66425	eV

Structure (ORCA input):
```
! RIJCOSX wB97M-V def2-TZVPD def2/J DEFGRID3
* xyz 1 1
C 0.60 1.34 0.13
C 1.27 2.61 -0.30
O 2.43 2.79 -0.15
O 0.47 3.54 -0.91
C 0.52 4.85 -0.35
C -0.84 5.20 0.26
C -1.01 4.49 1.59
S -2.72 4.15 2.14
I -4.03 5.96 1.35
C -3.17 2.64 1.29
C -3.01 2.68 -0.23
C -4.10 3.30 -1.00
O -3.84 1.86 -0.96
H -0.42 1.27 -0.24
H 1.18 0.52 -0.28
H 0.58 1.28 1.21
H 1.29 4.90 0.41
H 0.73 5.57 -1.13
H -1.62 4.97 -0.45
H -0.87 6.28 0.42
H -0.59 5.08 2.40
H -0.54 3.51 1.62
H -4.21 2.38 1.48
H -2.46 1.90 1.66
H -2.00 2.81 -0.61
H -3.81 3.76 -1.93
H -5.10 3.35 -0.60
C -0.17 -2.61 -0.93
C 1.24 -3.13 -1.07
N 1.80 -3.61 0.18
C 3.23 -3.88 0.10
C 3.71 -5.00 -0.82
C 1.01 -4.61 0.88
C 0.69 -5.92 0.15
H -0.22 -1.81 -0.19
H -0.51 -2.20 -1.89
H -0.88 -3.38 -0.64
H 1.88 -2.32 -1.43
H 1.26 -3.90 -1.86
H 3.60 -4.07 1.11
H 3.72 -2.95 -0.21
H 3.52 -5.99 -0.40
H 4.79 -4.92 -0.96
H 3.25 -4.96 -1.81
H 0.07 -4.14 1.18
H 1.51 -4.83 1.83
H 0.40 -5.75 -0.88
H -0.15 -6.41 0.65
H 1.52 -6.61 0.17
*
```

---

Entry 9:
# C14H29N2P

A single C14H29N2P molecule at a distorted geometry (wB97M-V/def2-TZVPD, OMol25).

## Properties
SMILES	CCN(CC)P(C#CC(C)(C)C)N(CC)CC
energy relative to the best compared isomer or geometry (same formula, charge and spin)	0.000	eV

Structure (ORCA input):
```
! RIJCOSX wB97M-V def2-TZVPD def2/J DEFGRID3
* xyz 0 1
C 0.02 0.97 0.25
C 0.23 2.03 0.80
N 0.32 -0.99 -2.09
N -0.81 -2.00 0.61
P -0.20 -0.72 -0.46
C 0.63 -3.20 -3.04
C -0.08 1.11 -3.38
C 1.09 -3.38 1.08
C -2.53 -1.04 2.09
C -0.03 3.10 2.98
C 1.99 3.58 1.51
C -0.38 4.42 0.94
C -0.37 -2.05 -2.85
C 0.92 0.14 -2.80
C -0.30 -3.39 0.44
C -1.19 -1.70 2.00
C 0.47 3.30 1.53
H 0.02 -4.11 -3.26
H 1.25 -3.41 -2.16
H 1.27 -2.94 -3.89
H 0.44 1.95 -3.86
H -0.73 0.66 -4.16
H -0.71 1.53 -2.57
H 1.53 -4.40 1.01
H 1.05 -3.12 2.14
H 1.74 -2.69 0.50
H -2.45 -0.04 1.68
H -2.91 -1.00 3.13
H -3.28 -1.59 1.50
H 0.28 3.96 3.64
H 0.29 2.16 3.35
H -1.11 2.99 2.99
H 2.55 2.71 1.83
H 2.32 3.89 0.53
H 2.19 4.42 2.21
H -0.08 4.59 -0.15
H -0.32 5.34 1.50
H -1.44 4.06 0.97
H -1.28 -2.37 -2.35
H -0.67 -1.69 -3.83
H 1.54 -0.33 -3.64
H 1.59 0.68 -2.12
H -0.25 -3.70 -0.60
H -0.95 -4.08 0.95
H -0.43 -1.02 2.41
H -1.22 -2.61 2.61
*
```

---

Entry 10:
# C14H29O4PPt

A molecular structure, C14H29O4PPt at a distorted geometry (wB97M-V/def2-TZVPD, OMol25).

## Properties
total energy	-35658.09524	eV

Structure (ORCA input):
```
! RIJCOSX wB97M-V def2-TZVPD def2/J DEFGRID3
* xyz 4 5
Pt -0.48 0.63 1.24
C 0.50 -0.82 2.04
O 1.07 -1.73 2.48
C -1.50 1.36 2.73
O -2.20 1.77 3.56
C 0.12 2.22 0.35
O 0.49 3.17 -0.19
C -1.78 -2.09 -0.31
P -0.77 -0.64 -0.77
H 0.35 -1.38 -2.70
H -1.02 -2.78 0.11
C -1.77 0.20 -2.06
H -2.16 -0.64 -2.66
C -2.46 -2.84 -1.47
H -1.76 -3.11 -2.28
H -3.29 -2.27 -1.91
H -2.88 -3.78 -1.08
C -2.80 -1.79 0.79
H -3.67 -1.23 0.40
C 1.84 -0.25 -1.60
H -2.35 -1.22 1.61
H -3.16 -2.75 1.19
C 1.19 -2.65 -1.18
H 2.10 0.01 -0.56
H 2.73 -0.67 -2.09
H 1.59 0.68 -2.13
C 0.71 -1.27 -1.66
H 2.13 -2.89 -1.70
H 0.48 -3.45 -1.41
H 1.40 -2.67 -0.10
C -0.97 1.14 -2.97
H -0.51 1.97 -2.41
H -1.66 1.57 -3.71
H -0.18 0.60 -3.52
C -2.96 0.96 -1.44
H -2.63 1.71 -0.72
H -3.67 0.29 -0.94
H -3.50 1.48 -2.25
H 4.69 -1.17 -1.27
H 4.84 -0.70 -0.70
C 2.89 3.03 4.43
C 2.35 2.90 3.02
O 2.71 1.61 2.50
H 2.43 2.28 5.08
H 2.68 4.02 4.84
H 3.97 2.85 4.44
H 1.25 2.98 3.03
H 2.75 3.70 2.38
H 2.83 1.69 1.54
*
```